Density functional theory data (ωB97M-V/def2-TZVPD) for a 2-piece molecular cluster, C9H14O overall.

XYZ file:
```
24
Properties=species:S:1:pos:R:3:mulliken_spin:R:1
C -0.60182 0.34770 -2.72739 0.00
C 0.83877 0.26158 -3.19328 0.00
H -1.34673 0.57921 -3.48669 0.00
H -0.86102 -0.56363 -2.18570 0.00
H -0.79035 1.12937 -2.00293 0.00
H 1.49403 -0.14351 -2.44919 0.00
H 1.19729 1.18080 -3.62393 0.00
H 0.93632 -0.49737 -3.97079 0.00
C -1.01235 2.05993 1.82324 0.01
C 0.95594 -0.80372 0.35847 0.09
C 0.30595 0.40885 0.44197 0.07
C 0.58826 -1.80706 1.28014 0.27
C -0.52108 0.69298 1.53244 0.25
C -0.13856 -1.46730 2.47671 0.09
C -0.75156 -0.27159 2.58580 0.00
O 0.89018 -3.07529 1.18530 0.15
H 1.53310 -1.06233 -0.50758 0.00
H 0.71305 1.12662 -0.25587 0.00
H 1.26078 -3.25993 0.32306 -0.01
H -0.25264 -2.29198 3.17113 0.00
H -1.87166 2.06281 2.48514 0.01
H -1.13192 2.65143 0.91112 0.01
H -1.20139 0.08991 3.49880 0.00
H -0.23260 2.65253 2.33003 0.05
```

DFT total energy: -11599.074 eV
E_LUMO (alpha / beta): -0.140 / -0.273 hartree
HOMO energy (alpha / beta): -13.94 / -14.67 eV
strongest force on any atom: 2.2 eV/A
spin multiplicity: 2
Kohn-Sham gap (alpha / beta): 0.37199 / 0.26614 hartree
energy above the lowest of the compared OMol25 structures with the same formula, charge and spin: 47.6 kJ/mol
net charge: +1


Density functional theory data (ωB97M-V/def2-TZVPD) for a 2-piece molecular cluster, C9H14O2 overall.

XYZ file:
```
25
Properties=species:S:1:pos:R:3:mulliken_spin:R:1
C -1.77502 0.19688 2.33215 0.01
C 0.48262 2.91225 -0.16714 0.24
C -0.47175 2.08781 -0.70511 0.06
C 0.72725 2.92363 1.27226 0.13
C -1.13422 1.24907 0.16661 0.10
C -0.03428 2.16036 2.09142 -0.02
C -0.93401 1.14797 1.56282 0.27
O 1.10627 3.91935 -0.78070 0.15
H 0.92304 3.80683 -1.73120 -0.01
H -0.67073 2.26161 -1.75630 0.00
H 1.51315 3.56645 1.65232 0.00
H -1.77563 0.52255 -0.34736 0.00
H 0.07934 2.00457 3.15871 0.00
H -2.70811 -0.01344 1.82003 0.01
H -1.99599 0.53982 3.34639 0.01
H -1.34823 -0.80971 2.37434 0.05
C 0.94226 -3.48972 -2.19691 0.00
C 1.07816 -2.38034 -1.15969 0.00
O 0.05369 -4.53267 -1.90813 0.00
H 0.58456 -3.00234 -3.11717 0.00
H 1.92612 -3.96340 -2.38246 0.00
H 1.34864 -1.38473 -1.51710 0.00
H 0.01156 -4.75253 -0.97641 0.00
H 1.88593 -2.73703 -0.51318 0.00
H 0.18538 -2.23325 -0.51818 0.00
```

DFT total energy: -13645.884 eV
E_LUMO (alpha / beta): -0.149 / -0.284 hartree
HOMO energy (alpha / beta): -12.46 / -12.46 eV
strongest force on any atom: 3.8 eV/A
spin multiplicity: 2
Kohn-Sham gap (alpha / beta): 0.30920 / 0.17376 hartree
energy above the lowest of the compared OMol25 structures with the same formula, charge and spin: 91.2 kJ/mol
net charge: +1


Density functional theory data (ωB97M-V/def2-TZVPD) for a 2-piece molecular cluster, C9H14O2P overall.

XYZ file:
```
26
Properties=species:S:1:pos:R:3:lowdin_charge:R:1
C -2.33867 0.96187 2.88427 -0.02
C -1.16637 0.16850 2.97689 -0.08
C -2.61139 1.61523 1.65975 -0.03
C -0.36037 0.00546 1.90906 -0.13
C -1.80346 1.32562 0.53793 -0.05
C -0.62475 0.53977 0.66841 -0.31
C 3.09046 -1.25057 -1.20572 -0.22
C -0.53260 -2.14025 -1.26854 -0.07
C 0.88019 1.62358 -1.87989 -0.15
O 2.56630 -0.57225 -0.10941 -0.24
O 0.03829 -0.95248 -1.71741 -0.30
P 0.48585 0.26891 -0.77084 1.16
H -2.95984 1.01747 3.80217 0.13
H -0.95737 -0.29578 4.01763 0.15
H -3.40457 2.36366 1.47163 0.13
H 0.63546 -0.62518 2.00208 0.16
H -1.98071 1.87739 -0.30565 0.08
H 3.31181 -0.67470 -2.02551 0.04
H 2.31129 -2.08037 -1.53518 0.10
H 3.98504 -1.83748 -0.90938 0.11
H -1.17030 -2.31410 -2.10358 0.11
H -1.07141 -2.11210 -0.36377 0.09
H 0.31320 -2.79600 -1.28910 0.09
H 1.61360 1.29638 -2.66964 0.09
H 1.63509 2.41982 -1.44342 0.13
H 0.11524 2.16759 -2.33278 0.04
```

DFT total energy: -22933.694 eV
E_LUMO: -0.192 hartree
HOMO energy: -13.66 eV
strongest force on any atom: 5.1 eV/A
spin multiplicity: 1
Kohn-Sham gap: 0.31049 hartree
energy above the lowest of the compared OMol25 structures with the same formula, charge and spin: 207.2 kJ/mol
net charge: +1


Density functional theory data (ωB97M-V/def2-TZVPD) for one molecule with the formula C9H14O2S2.

XYZ file:
```
27
Properties=species:S:1:pos:R:3:lowdin_charge:R:1
C -1.46947 0.14067 1.38068 -0.03
C -2.14877 0.14429 2.47570 -0.02
C 0.85645 -1.32570 0.12741 -0.13
C 0.87277 1.16391 0.06948 -0.17
C -1.10078 -0.05025 -0.05437 -0.59
C -2.61074 -0.02381 -0.45358 -0.90
C 1.65384 -0.06484 -0.40863 -0.44
C 2.96178 0.01176 0.39061 -0.01
C 1.75226 -0.29061 -1.91511 0.01
O -0.45032 -1.27240 -0.35973 -0.08
O -0.40528 1.14477 -0.45067 -0.08
S -3.41985 1.54542 -0.54123 0.75
S -3.47475 -1.56761 -0.35426 0.76
H -3.29948 0.11789 2.47598 0.09
H -1.70280 0.37000 3.48919 0.08
H 1.13972 -2.30076 -0.42109 0.18
H 0.75911 -1.34645 1.15558 0.10
H 0.74093 1.33061 1.10557 0.12
H 1.23663 2.01794 -0.43498 0.13
H 3.65936 0.33798 -0.25017 0.05
H 3.35817 -0.90053 0.74204 0.08
H 2.96373 0.67886 1.14872 0.05
H 1.62393 0.73752 -2.33672 0.12
H 0.98579 -0.88980 -2.16702 0.04
H 2.69392 -0.80528 -2.01421 0.09
H -2.57530 2.09181 -1.49895 -0.08
H -4.60084 -0.99542 -0.90023 -0.11
```

DFT total energy: -35319.344 eV
E_LUMO (alpha / beta): 0.013 / 0.014 hartree
HOMO energy (alpha / beta): -7.25 / -7.16 eV
strongest force on any atom: 4.7 eV/A
spin multiplicity: 1
Kohn-Sham gap (alpha / beta): 0.27966 / 0.27759 hartree
energy above the lowest of the compared OMol25 structures with the same formula, charge and spin: 301.4 kJ/mol
net charge: 0